Entry 1:
Computed, not measured: a 2-piece molecular cluster, C3H9N2 overall, with ωB97M-V/def2-TZVPD.

XYZ file:
```
14
Properties=species:S:1:pos:R:3:forces:R:3
C -0.872 1.235 -0.849 -0.28 0.15 0.28
C -0.941 -0.148 -0.291 -0.89 2.96 -0.24
C 0.196 -0.854 -0.216 -2.42 -2.93 1.41
N 2.737 -0.066 0.617 0.32 1.01 0.01
N -2.177 -0.528 0.309 2.28 -1.54 -0.46
H -1.796 1.788 -0.658 0.27 -0.10 0.34
H -0.708 1.279 -1.916 0.40 -0.23 -0.29
H -0.018 1.690 -0.318 -0.21 0.37 -0.38
H 0.296 -1.593 0.594 1.22 0.39 -0.12
H 1.798 -0.203 0.254 0.25 0.30 -0.10
H 3.498 -0.394 0.045 -0.24 -0.39 -0.08
H 2.887 -0.105 1.613 -0.32 -0.39 -0.06
H -2.907 -0.939 -0.270 -0.15 0.55 -0.30
H -1.994 -1.161 1.086 -0.24 -0.15 0.00
```
Forces are in eV/Å.

Results
**Multiplicity**: 1
**Charge**: +1

So, what does the Löwdin scheme give us? The charges, in e, come out as: 0.0011 -0.3868 0.3057 0.1139 0.2170 0.1064 0.1016 0.1158 0.1107 -0.0547 0.0547 0.0537 0.1426 0.1184

Entry 2:
Computed, not measured: a 2-piece molecular cluster, C3H9N2O overall, with ωB97M-V/def2-TZVPD.

XYZ file:
```
15
Properties=species:S:1:pos:R:3:forces:R:3
C 1.234 -0.995 -0.661 -0.04 0.34 0.56
N -0.089 -0.626 -0.203 -0.03 -0.17 -0.26
C -0.722 -1.569 0.484 0.35 -0.03 -0.20
N -2.010 -1.727 0.555 -0.36 0.21 0.44
H 1.370 -0.689 -1.703 0.04 -0.09 -0.10
H 2.034 -0.492 -0.089 0.09 -0.07 -0.06
H 1.420 -2.077 -0.600 0.07 -0.02 -0.06
H -0.256 1.044 0.050 0.02 0.07 -0.38
H -0.055 -2.281 1.032 -0.08 -0.17 -0.12
H -2.214 -2.439 1.252 0.07 -0.05 -0.07
C 1.070 2.498 -0.208 0.19 -0.24 0.10
O -0.222 2.056 0.059 -0.20 0.10 0.28
H 1.204 3.506 0.199 -0.06 0.06 -0.12
H 1.842 1.872 0.265 -0.07 -0.01 -0.03
H 1.294 2.520 -1.286 0.02 0.08 0.00
```
Forces are in eV/Å.

Results
**Multiplicity**: 1
**Charge**: -1

So, what does the Löwdin scheme give us? The charges, in e, come out as: -0.2290 -0.1542 -0.5266 -0.0402 0.0504 0.0411 0.0438 0.0205 0.0854 -0.0398 -0.2462 -0.1825 0.0570 0.0567 0.0635

Computed values of E_HOMO (unit: eV) for the preceding records, in sequence: -14.25; -2.75.
Computed values of energy relative to the best compared isomer or geometry (same formula, charge and spin) (unit: kcal/mol) for the preceding records, in sequence: 144.9; 16.5.